Entry 1:
C5H8O2 | ωB97M-V with the def2-TZVPD basis set

The calculation puts the frontier orbital gap at 8.10 eV. As for the charge: 0. The total energy comes out at -9403.6714 eV.

Cartesian coordinates (Å):
C (-1.27, 0.51, 0.70)
C (-0.85, -0.75, 0.50)
C (0.20, 0.28, 0.46)
C (-1.18, -2.20, 0.84)
C (0.86, 1.00, -1.53)
O (1.19, 0.64, 1.34)
O (1.81, 1.92, -1.12)
H (-2.07, 1.08, 0.93)
H (-1.69, -2.65, 0.05)
H (-1.86, -2.14, 1.70)
H (-0.14, -2.55, 0.95)
H (0.01, 1.30, -2.10)
H (1.20, 0.01, -1.60)
H (1.84, 1.07, 0.77)
H (1.94, 2.50, -1.88)

=====

Entry 2:
CH6NO2 | ωB97M-V with the def2-TZVPD basis set

The calculation puts the frontier orbital gap at 7.80 eV. As for the charge: -1. The total energy comes out at -6719.7054 eV.

Cartesian coordinates (Å):
N (0.05, 0.87, 1.31)
C (-0.84, -0.20, 0.72)
O (-0.86, -0.29, -0.61)
H (0.87, 0.82, 0.71)
H (-0.35, 1.75, 0.99)
H (-0.52, -1.11, 1.28)
H (-1.87, 0.01, 1.09)
H (0.71, -0.40, -1.18)
H (1.26, -0.85, -2.59)
O (1.54, -0.60, -1.71)

=====

Entry 3:
C2H4BILaNO4 | ωB97M-V with the def2-TZVPD basis set

The calculation puts the frontier orbital gap at 3.54 eV. As for the charge: +2. The total energy comes out at -21435.3773 eV.

Cartesian coordinates (Å):
N (-1.17, 1.24, 0.06)
C (-0.48, 0.14, -0.64)
I (-1.72, -0.63, -2.20)
B (-0.09, -0.88, 0.42)
O (-0.71, -1.95, 0.91)
O (1.18, -0.41, 0.97)
C (0.84, 0.60, -1.25)
O (1.32, 1.75, -0.97)
O (1.44, -0.18, -1.96)
H (-1.94, 1.59, -0.51)
H (-1.66, 0.85, 0.86)
H (-0.46, -2.74, 0.39)
H (1.12, -0.68, 1.90)
La (2.34, 1.29, 2.03)

=====

Entry 4:
CH3N2O2 | ωB97M-V with the def2-TZVPD basis set

The calculation puts the frontier orbital gap at 9.88 eV. Its structure (SMILES) is [NH2+]=C[N+](=O)[O-]. As for the charge: +1. The total energy comes out at -8148.4944 eV.

Cartesian coordinates (Å):
N (1.17, 0.36, -0.04)
C (0.26, -0.63, -0.11)
N (-1.18, -0.02, -0.11)
O (-1.14, 1.20, -0.15)
O (-2.08, -0.79, 0.06)
H (2.11, 0.33, 0.31)
H (0.58, 1.22, 0.02)
H (0.29, -1.67, 0.02)

=====

Entry 5:
C11H16OSi | ωB97M-V with the def2-TZVPD basis set

The calculation puts the frontier orbital gap at 9.19 eV. As for the charge: 0. The total energy comes out at -21588.9604 eV.

Cartesian coordinates (Å):
C (-4.00, 0.50, 0.15)
C (-3.49, -0.41, 1.02)
C (-3.17, 1.16, -0.79)
C (-2.14, -0.84, 0.92)
C (-1.88, 0.70, -0.84)
C (-1.30, -0.25, 0.01)
C (-0.53, 0.77, -1.60)
C (-0.02, -0.41, -0.69)
C (1.83, 0.84, 1.94)
C (3.11, 0.44, -0.82)
C (2.41, -2.06, 0.87)
O (-0.58, 0.50, -3.02)
Si (1.92, -0.24, 0.41)
H (-4.97, 1.10, 0.17)
H (-4.25, -0.82, 1.65)
H (-3.70, 1.89, -1.40)
H (-1.87, -1.56, 1.61)
H (0.04, 1.63, -1.32)
H (0.03, -1.30, -1.12)
H (2.86, 1.18, 2.12)
H (1.28, 1.74, 1.70)
H (1.52, 0.32, 2.86)
H (3.91, -0.22, -1.18)
H (2.57, 0.76, -1.77)
H (3.90, 1.30, -0.54)
H (2.77, -2.80, 0.08)
H (3.42, -1.98, 1.26)
H (1.79, -2.40, 1.71)
H (-1.46, 0.45, -3.39)

=====

Entry 6:
C5H14N2O | ωB97M-V with the def2-TZVPD basis set

The calculation puts the frontier orbital gap (alpha / beta) at 6.85 / 6.85 eV. As for the charge: 0. The total energy comes out at -10434.9850 eV.

Cartesian coordinates (Å):
C (1.30, 1.04, -0.23)
C (1.75, -0.05, -1.09)
C (-0.96, 1.42, -0.57)
C (1.38, 0.91, 1.24)
H (1.31, 2.04, -0.64)
H (2.52, -0.64, -0.58)
H (2.11, 0.30, -2.06)
H (0.94, -0.80, -1.30)
H (0.93, -0.04, 1.55)
H (-0.74, 2.36, -0.08)
H (-0.84, 1.50, -1.65)
H (-2.01, 1.19, -0.35)
H (2.44, 0.88, 1.52)
H (0.90, 1.73, 1.77)
N (-0.94, -1.11, 0.40)
N (-1.97, -1.09, 1.38)
C (-1.03, -2.02, -0.57)
O (-0.35, -2.02, -1.61)
H (-0.64, 0.33, -0.11)
H (-1.60, -1.40, 2.27)
H (-2.75, -1.70, 1.13)
H (-1.77, -2.83, -0.41)

=====

Entry 7:
C5H6FNS | ωB97M-V with the def2-TZVPD basis set

The calculation puts the frontier orbital gap at 10.10 eV. Its structure (SMILES) is N#C[C@@]1(CS)C[C@@H]1F. As for the charge: 0. The total energy comes out at -20322.9553 eV.

Cartesian coordinates (Å):
N (0.90, 2.70, -0.40)
C (0.53, 1.61, -0.27)
C (-0.05, 0.31, -0.12)
C (0.81, -0.76, -0.64)
S (2.53, -0.36, -0.05)
C (-0.98, 0.00, 1.12)
C (-1.61, 0.41, -0.12)
F (-2.21, -0.61, -0.76)
H (0.47, -1.69, -0.26)
H (0.85, -0.99, -1.72)
H (2.79, -1.67, 0.16)
H (-1.20, -1.00, 1.49)
H (-0.84, 0.72, 1.91)
H (-1.98, 1.33, -0.35)

=====

Question: Which value of charge does entry 7 give?
Answer: 0

=====

Question: Number 1 is which compound?
Answer: C5H8O2

=====

Question: Which of these has the highest charge?
Answer: C2H4BILaNO4

=====

Question: Look up the charge of the seventh one.
Answer: 0